{
  "formula": "C30H24N5O3Ta",
  "method": "ωB97M-V/def2-TZVPD",
  "gap_ev": 4.27,
  "e_lumo_ev": -8.7,
  "total_charge": 2,
  "e_tot_ha": -1713.630177,
  "e_above_lowest_kj_mol": 79.3,
  "homo_energy_ev": -12.9626,
  "species": ["Ta", "O", "C", "O", "C", "C", "C", "N", "C", "C", "C", "C", "C", "C", "C", "N", "C", "C", "C", "C", "C", "N", "H", "H", "H", "H", "H", "H", "H", "H", "H", "H", "C", "N", "C", "C", "C", "C", "C", "N", "C", "C", "C", "C", "C", "C", "H", "H", "H", "H", "H", "H", "H", "H", "H", "H", "H", "C", "C", "O", "H", "H", "H"],
  "positions_angstrom": [[-0.381, -0.004, 0.438], [3.065, 1.781, 6.139], [2.152, 2.490, 5.713], [1.520, 3.467, 6.118], [1.635, 1.995, 4.333], [0.552, 2.625, 3.719], [0.093, 2.132, 2.528], [0.644, 1.024, 1.962], [1.789, 0.505, 2.485], [2.293, 0.954, 3.674], [2.441, -0.470, 1.589], [3.644, -1.085, 1.878], [4.201, -1.944, 0.943], [3.524, -2.179, -0.248], [2.317, -1.554, -0.461], [1.781, -0.690, 0.422], [-0.923, 2.767, 1.668], [-1.546, 3.963, 1.965], [-2.395, 4.525, 1.023], [-2.597, 3.867, -0.184], [-1.971, 2.660, -0.399], [-1.140, 2.109, 0.503], [0.150, 3.495, 4.227], [3.185, 0.573, 4.159], [4.142, -0.880, 2.815], [5.147, -2.429, 1.144], [3.919, -2.845, -1.001], [1.753, -1.752, -1.363], [-1.353, 4.451, 2.909], [-2.891, 5.464, 1.227], [-3.241, 4.277, -0.949], [-2.142, 2.103, -1.310], [0.557, 0.163, -2.726], [-0.490, -0.068, -1.694], [-1.709, -0.374, -2.109], [-2.743, -0.490, -1.170], [-4.126, -0.629, -1.264], [-4.634, -0.526, 0.035], [-3.555, -0.315, 0.879], [-2.397, -0.290, 0.171], [0.590, -0.905, -3.794], [0.364, -2.246, -3.488], [0.445, -3.212, -4.480], [0.752, -2.846, -5.783], [0.966, -1.512, -6.095], [0.881, -0.544, -5.104], [1.510, 0.241, -2.199], [0.390, 1.143, -3.177], [-1.898, -0.494, -3.172], [-4.690, -0.763, -2.174], [-5.667, -0.592, 0.333], [-3.558, -0.191, 1.952], [0.085, -2.551, -2.483], [0.263, -4.251, -4.238], [0.815, -3.601, -6.555], [1.192, -1.220, -7.111], [1.047, 0.498, -5.354], [-0.694, -2.775, 2.624], [-0.589, -1.861, 1.478], [-0.449, -2.169, 0.294], [-1.159, -3.718, 2.337], [-1.201, -2.309, 3.465], [0.336, -2.990, 2.938]],
  "atomic_forces_ev_per_a": [[0.3, 0.3, -0.1], [0.1, 0.0, 0.0], [-0.1, -0.1, 0.1], [0.0, 0.2, 0.0], [0.0, 0.0, -0.1], [0.0, -0.1, 0.0], [-0.2, 0.2, 0.0], [0.3, 0.0, -0.2], [0.2, -0.1, 0.0], [-0.1, 0.0, 0.0], [-0.1, 0.1, 0.0], [0.0, 0.0, 0.0], [0.0, 0.0, -0.1], [0.0, 0.0, 0.1], [0.0, 0.0, -0.1], [0.0, -0.1, 0.1], [0.1, -0.1, 0.0], [0.0, 0.0, 0.0], [0.0, -0.1, 0.0], [0.0, 0.0, 0.0], [-0.1, -0.1, -0.1], [0.0, 0.0, 0.2], [0.0, 0.0, 0.0], [0.0, 0.0, 0.0], [0.0, 0.0, 0.0], [0.0, 0.0, 0.0], [0.0, 0.0, 0.0], [0.0, 0.0, 0.0], [0.0, 0.0, 0.0], [0.0, 0.0, 0.0], [0.0, 0.0, 0.0], [0.0, 0.0, 0.0], [-0.1, 0.2, 0.1], [-0.1, -0.1, 0.0], [0.1, 0.0, 0.1], [0.2, 0.0, -0.1], [0.0, -0.1, 0.0], [0.0, 0.0, -0.1], [0.0, -0.1, 0.0], [-0.5, 0.2, 0.0], [0.0, -0.1, 0.1], [0.0, 0.0, 0.0], [0.0, 0.0, 0.0], [0.0, 0.0, 0.0], [0.0, 0.0, 0.0], [0.0, 0.0, 0.0], [0.0, 0.0, -0.1], [0.0, 0.0, 0.0], [0.0, 0.0, 0.0], [0.0, 0.0, 0.0], [0.0, 0.0, 0.0], [0.0, 0.0, 0.0], [0.0, 0.0, 0.0], [0.0, 0.0, 0.0], [0.0, 0.0, 0.0], [0.0, 0.0, 0.0], [0.0, 0.0, 0.0], [0.0, 0.0, 0.0], [0.0, 0.0, 0.1], [0.0, -0.2, 0.0], [0.0, 0.0, 0.0], [0.0, 0.0, 0.0], [0.0, 0.0, 0.0]],
  "lowdin_charge": [1.97, 0.03, -0.67, 0.03, 0.00, 0.10, -0.17, -0.05, -0.17, 0.10, -0.18, 0.05, 0.03, 0.01, -0.09, -0.03, -0.18, 0.05, 0.03, 0.01, -0.08, -0.03, 0.14, 0.14, 0.14, 0.14, 0.13, 0.09, 0.14, 0.14, 0.13, 0.11, -0.14, -0.13, -0.05, -0.30, 0.05, -0.01, -0.08, -0.17, -0.25, -0.07, -0.05, -0.05, -0.05, -0.03, 0.10, 0.13, 0.17, 0.14, 0.12, 0.13, 0.10, 0.12, 0.12, 0.12, 0.12, 0.01, -0.36, -0.06, 0.11, 0.10, 0.12]
}

=====

{
  "formula": "C30H25Br2MnN5O10",
  "method": "ωB97M-V/def2-TZVPD",
  "gap_ev": [7.27, 7.28],
  "e_lumo_ev": [-0.8, -0.9],
  "spin_multiplicity": 6,
  "e_tot_ha": -8483.033757,
  "e_above_lowest_kj_mol": 79.2,
  "homo_energy_ev": [-8.0681, -8.1448],
  "species": ["Mn", "Br", "Br", "C", "C", "C", "C", "C", "C", "N", "O", "O", "H", "H", "H", "H", "H", "C", "C", "C", "C", "C", "C", "N", "O", "O", "H", "H", "H", "H", "H", "C", "C", "C", "C", "C", "C", "N", "O", "O", "H", "H", "H", "H", "H", "C", "C", "C", "C", "C", "C", "N", "O", "O", "H", "H", "H", "H", "H", "C", "C", "C", "C", "C", "C", "N", "O", "O", "H", "H", "H", "H", "H"],
  "positions_angstrom": [[0.068, -0.066, 0.221], [0.535, -2.184, -1.084], [-0.466, 2.185, 1.241], [4.493, 1.124, -3.738], [4.252, -0.045, -3.042], [3.957, -0.032, -1.681], [3.782, 1.199, -1.091], [4.093, 2.380, -1.765], [4.444, 2.367, -3.099], [3.362, 1.306, 0.278], [2.459, 0.540, 0.629], [3.714, 2.232, 0.975], [4.766, 1.049, -4.784], [4.344, -0.981, -3.577], [3.708, -0.945, -1.158], [3.968, 3.340, -1.280], [4.729, 3.226, -3.688], [1.397, 0.014, 6.640], [2.007, -1.223, 6.444], [1.899, -1.854, 5.230], [1.113, -1.251, 4.228], [0.458, -0.059, 4.426], [0.545, 0.536, 5.701], [1.011, -1.828, 2.898], [1.242, -3.013, 2.784], [0.586, -1.137, 1.983], [1.395, 0.464, 7.628], [2.638, -1.713, 7.171], [2.438, -2.792, 5.217], [-0.080, 0.469, 3.648], [0.028, 1.476, 5.841], [0.121, 5.451, -3.804], [0.452, 4.564, -4.822], [0.679, 3.239, -4.550], [0.656, 2.823, -3.211], [0.147, 3.645, -2.214], [-0.035, 5.011, -2.495], [0.875, 1.409, -2.896], [0.845, 1.062, -1.735], [1.260, 0.710, -3.797], [-0.185, 6.482, -3.931], [0.659, 4.961, -5.808], [0.886, 2.553, -5.358], [-0.109, 3.146, -1.283], [-0.363, 5.674, -1.709], [-2.295, -3.779, 5.581], [-2.470, -2.402, 5.534], [-2.507, -1.814, 4.265], [-2.423, -2.542, 3.089], [-2.334, -3.918, 3.234], [-2.262, -4.585, 4.434], [-2.561, -1.867, 1.806], [-2.359, -0.675, 1.797], [-2.720, -2.560, 0.832], [-2.196, -4.269, 6.545], [-2.565, -1.828, 6.441], [-2.624, -0.736, 4.208], [-2.385, -4.517, 2.327], [-2.057, -5.642, 4.462], [-4.048, -2.176, -4.852], [-3.435, -1.004, -5.282], [-2.816, -0.148, -4.353], [-2.834, -0.511, -3.024], [-3.395, -1.711, -2.616], [-3.960, -2.603, -3.523], [-2.360, 0.427, -1.996], [-2.407, 1.603, -2.283], [-1.925, -0.040, -0.969], [-4.326, -2.883, -5.626], [-3.247, -0.705, -6.303], [-2.335, 0.783, -4.619], [-3.438, -1.952, -1.560], [-4.486, -3.461, -3.136]],
  "atomic_forces_ev_per_a": [[0.1, 0.2, -0.6], [0.0, 0.1, 0.0], [0.1, -0.2, 0.1], [0.2, 0.2, 0.1], [0.4, -0.3, 0.1], [-0.9, -0.2, -0.5], [1.5, 0.5, -0.8], [-0.4, 0.9, 0.2], [0.2, -1.3, -0.5], [-2.2, 0.7, 0.9], [0.7, -0.5, 0.0], [0.7, -0.3, -0.4], [-0.1, 0.1, 0.0], [-0.1, -0.1, 0.2], [0.1, 0.0, 0.1], [0.1, -0.1, 0.3], [-0.2, 0.3, 0.4], [-0.9, -0.4, 1.3], [0.3, 0.4, -0.4], [-0.3, -0.1, 0.0], [0.7, 0.2, 0.2], [0.0, 0.6, 1.0], [0.3, 0.1, -1.4], [-0.4, -1.6, 0.0], [0.2, 0.5, 0.0], [0.1, 0.1, 0.7], [0.4, 0.1, -0.1], [-0.1, 0.3, 0.3], [-0.3, -0.1, -1.0], [0.0, -0.3, -0.2], [0.0, 0.0, 0.2], [-0.6, 0.2, 1.1], [0.4, 0.9, -0.1], [0.6, -0.5, 0.5], [-1.8, 0.6, -0.6], [0.6, 0.0, -0.1], [-0.1, -1.4, -0.1], [1.2, 0.6, -0.6], [-0.5, 0.0, 0.7], [-0.3, -0.6, -0.5], [0.5, 0.1, -0.7], [-0.4, -0.2, -0.2], [0.2, -0.1, 0.2], [0.2, 0.5, 0.3], [-0.1, 0.1, 0.0], [0.0, -0.8, 0.6], [0.2, -0.8, -1.3], [-0.1, 1.4, 0.4], [-0.6, -0.5, 2.3], [-0.3, -1.0, -2.3], [0.5, 1.7, 0.6], [1.2, -0.8, 0.2], [-0.2, 0.7, -0.1], [-0.5, -0.2, -0.4], [-0.1, 0.1, 0.0], [0.1, 0.2, 0.0], [0.0, -0.1, -0.1], [0.3, 0.2, 0.0], [-0.3, -0.1, 0.1], [1.2, -0.9, -0.7], [1.2, 0.9, 1.0], [-0.4, -0.2, 0.0], [-0.7, -0.6, 0.1], [-0.1, -0.4, 0.7], [-0.4, 1.8, -0.1], [0.1, -0.1, -1.2], [0.2, 0.2, 0.3], [-0.1, -0.1, 0.5], [-0.6, 0.1, 0.1], [-0.6, -0.4, -0.3], [-0.1, 0.0, -0.3], [0.3, 0.1, 0.0], [0.2, -0.3, -0.2]],
  "lowdin_charge": [0.32, -0.04, 0.03, -0.08, -0.06, 0.01, -0.18, -0.01, -0.06, -0.31, -0.04, 0.11, 0.11, 0.12, 0.11, 0.12, 0.11, -0.07, -0.07, 0.00, -0.13, 0.01, -0.05, -0.28, 0.13, -0.12, 0.11, 0.11, 0.12, 0.07, 0.11, -0.07, -0.08, -0.01, -0.14, 0.00, -0.04, -0.31, -0.08, 0.10, 0.11, 0.11, 0.12, 0.03, 0.11, -0.07, -0.05, -0.01, -0.15, -0.02, -0.05, -0.33, 0.03, 0.09, 0.10, 0.11, 0.12, 0.13, 0.11, -0.07, -0.06, 0.00, -0.14, 0.00, -0.04, -0.30, 0.11, -0.07, 0.10, 0.10, 0.12, 0.11, 0.11]
}